Entry 1:
{
  "formula": "CaI",
  "method": "ωB97M-V/def2-TZVPD",
  "energy_ha": -975.08579,
  "e_above_lowest_kj_mol": 0.0,
  "charge": 1,
  "orbital_gap_ev": 7.3,
  "e_lumo_ha": -0.227,
  "elements": ["Ca", "I"],
  "positions_angstrom": [[-1.292, -0.358, 0.037], [1.292, 0.358, -0.037]],
  "lowdin_charge": [1.0498, -0.0498]
}

=====

Entry 2:
{
  "formula": "CdH10O9P",
  "method": "ωB97M-V/def2-TZVPD",
  "energy_ha": -1192.18104,
  "e_above_lowest_kj_mol": 519.6,
  "charge": -1,
  "orbital_gap_ev": 3.8,
  "e_lumo_ha": 0.003,
  "elements": ["Cd", "P", "O", "O", "O", "O", "O", "H", "H", "O", "H", "H", "O", "H", "H", "O", "H", "H", "O", "H", "H"],
  "positions_angstrom": [[0.830, -0.376, -0.076], [-0.767, -0.827, 3.846], [-1.403, -0.668, 2.441], [-1.404, -1.930, 4.715], [-0.930, 0.399, 4.771], [0.648, -1.102, 3.326], [4.124, -1.133, -1.907], [4.262, -1.963, -2.364], [4.857, -0.582, -2.181], [2.071, 3.061, 0.052], [2.871, 3.533, 0.283], [1.420, 3.747, -0.091], [0.296, -3.732, -1.366], [-0.247, -4.417, -0.975], [0.724, -4.159, -2.108], [-4.548, 2.215, 0.292], [-5.308, 2.245, 0.873], [-3.990, 1.530, 0.661], [-1.010, 1.115, -3.167], [-1.932, 1.362, -3.230], [-0.565, 1.684, -3.795]],
  "lowdin_charge": [0.4996, -0.0858, -0.3192, -0.3200, -0.2125, -0.2521, -0.1109, 0.0195, 0.0194, -0.1246, 0.0179, 0.0216, -0.1236, 0.0241, 0.0159, -0.0607, 0.0234, 0.0337, -0.1076, 0.0225, 0.0194]
}

=====

Entry 3:
{
  "formula": "CdI",
  "method": "ωB97M-V/def2-TZVPD",
  "energy_ha": -465.11921,
  "e_above_lowest_kj_mol": 18.8,
  "charge": 1,
  "orbital_gap_ev": 6.2,
  "e_lumo_ha": -0.311,
  "elements": ["Cd", "I"],
  "positions_angstrom": [[-0.108, 1.011, 0.935], [0.108, -1.011, -0.935]],
  "lowdin_charge": [1.0500, -0.0500]
}

=====

Entry 4:
{
  "formula": "Cl2F2Zn",
  "method": "ωB97M-V/def2-TZVPD",
  "energy_ha": -2899.61031,
  "e_above_lowest_kj_mol": 0.0,
  "charge": -2,
  "orbital_gap_ev": 7.9,
  "e_lumo_ha": 0.233,
  "elements": ["Zn", "F", "F", "Cl", "Cl"],
  "positions_angstrom": [[29.406, 29.403, 22.366], [28.145, 27.976, 22.389], [28.850, 30.456, 23.920], [31.717, 29.806, 22.333], [28.483, 30.636, 20.454]],
  "lowdin_charge": [0.1754, -0.6526, -0.6794, -0.3774, -0.4659]
}

=====

Entry 5:
{
  "formula": "Cl2FO3P",
  "method": "ωB97M-V/def2-TZVPD",
  "energy_ha": -1587.16252,
  "e_above_lowest_kj_mol": 400.8,
  "orbital_gap_ev": 8.9,
  "e_lumo_ha": -0.056,
  "elements": ["O", "O", "O", "F", "P", "Cl", "Cl"],
  "positions_angstrom": [[-0.919, 1.023, 0.216], [-2.220, -1.007, -0.924], [1.157, -0.127, 1.062], [1.132, 0.885, -1.191], [0.641, 1.261, 0.328], [-1.586, -0.628, 0.363], [1.794, -1.407, 0.146]],
  "lowdin_charge": [-0.6205, -0.5713, -0.8738, -0.3164, 0.7284, 1.0166, 0.6371]
}

=====

Entry 6:
{
  "formula": "Cl2FO8Sr",
  "method": "ωB97M-V/def2-TZVPD",
  "energy_ha": -1652.18075,
  "e_above_lowest_kj_mol": 678.5,
  "charge": -1,
  "orbital_gap_ev": 2.2,
  "e_lumo_ha": -0.134,
  "elements": ["Sr", "F", "Cl", "O", "O", "O", "O", "Cl", "O", "O", "O", "O"],
  "positions_angstrom": [[-6.149, 13.249, -23.430], [-7.973, 13.519, -27.547], [-1.118, 16.581, -19.140], [-0.256, 15.952, -18.120], [-0.217, 17.180, -20.100], [-1.967, 15.721, -19.857], [-1.805, 17.700, -18.512], [-8.807, 18.999, -23.206], [-8.776, 20.085, -22.355], [-9.703, 19.372, -24.391], [-7.559, 18.584, -23.740], [-9.384, 17.793, -22.667]],
  "lowdin_charge": [1.7443, -0.7567, 0.6083, -0.4058, -0.4123, -0.3961, -0.3922, 0.6020, -0.3284, -0.4380, -0.4004, -0.4247]
}

=====

Entry 7:
{
  "formula": "Cl2H2NO2P",
  "method": "ωB97M-V/def2-TZVPD",
  "energy_ha": -1468.03604,
  "e_above_lowest_kj_mol": 474.3,
  "orbital_gap_ev": 10.1,
  "smiles": "[H]/N=P\\OCl.OCl",
  "e_lumo_ha": -0.005,
  "elements": ["H", "N", "P", "O", "Cl", "O", "Cl", "H"],
  "positions_angstrom": [[0.326, 0.633, -1.180], [0.346, 1.148, -0.331], [0.704, 0.879, 1.095], [1.935, -0.368, 1.305], [2.692, -1.193, 0.049], [-1.706, -0.833, -0.180], [-2.506, 0.542, 0.323], [-1.791, -0.808, -1.080]],
  "lowdin_charge": [-0.0210, -0.3197, 0.8080, -0.9935, 0.5354, -0.5465, 0.5741, -0.0368]
}

=====

Entry 8:
{
  "formula": "Cl2H3PSi",
  "method": "ωB97M-V/def2-TZVPD",
  "energy_ha": -1553.08199,
  "e_above_lowest_kj_mol": 88.0,
  "orbital_gap_ev": 10.3,
  "smiles": "P[SiH](Cl)Cl",
  "e_lumo_ha": 0.005,
  "elements": ["P", "Si", "Cl", "Cl", "H", "H", "H"],
  "positions_angstrom": [[-0.369, -1.305, -0.267], [-1.353, 0.587, 0.569], [-1.685, 1.001, 2.535], [-3.258, 0.986, -0.085], [-1.614, -2.223, -0.806], [-0.225, -1.897, 1.113], [-0.588, 1.639, 0.045]],
  "lowdin_charge": [0.4557, -0.5235, 0.2110, 0.1779, -0.0633, -0.1417, -0.1162]
}

=====

Entry 9:
{
  "formula": "Cl2H4N2P",
  "method": "ωB97M-V/def2-TZVPD",
  "energy_ha": -1373.24410,
  "e_above_lowest_kj_mol": 95.2,
  "charge": 1,
  "multiplicity": 3,
  "orbital_gap_ev": [6.6, 7.2],
  "e_lumo_ha": [-0.210, -0.319],
  "s_squared": 2.011,
  "elements": ["N", "N", "P", "Cl", "Cl", "H", "H", "H", "H"],
  "positions_angstrom": [[-1.956, -0.346, 0.017], [0.667, 0.362, -0.215], [2.184, 0.478, -0.163], [3.228, -1.222, -0.018], [3.341, 2.047, 0.001], [-1.857, -1.322, 0.477], [-2.719, -0.296, -0.794], [-0.364, 0.087, -0.066], [-2.523, 0.213, 0.761]],
  "lowdin_charge": [-0.0523, -0.0467, 0.0249, 0.3698, 0.3972, 0.0912, 0.1209, 0.0030, 0.0920]
}

=====

Entry 10:
{
  "formula": "Cl2H4Si2",
  "method": "ωB97M-V/def2-TZVPD",
  "energy_ha": -1501.77731,
  "e_above_lowest_kj_mol": 100.3,
  "orbital_gap_ev": 9.2,
  "e_lumo_ha": 0.001,
  "elements": ["Si", "Si", "Cl", "Cl", "H", "H", "H", "H"],
  "positions_angstrom": [[1.367, 0.012, 0.476], [-1.325, -0.093, -0.537], [-2.302, 1.460, 0.161], [-2.206, -1.760, 0.229], [2.022, 0.797, -0.681], [1.370, 0.671, 1.912], [2.358, -1.289, 0.497], [-1.282, 0.203, -2.057]],
  "lowdin_charge": [0.4544, -0.4404, 0.2443, 0.1932, -0.1503, -0.1218, -0.1115, -0.0680]
}

=====

Entry 11:
{
  "formula": "Cl2H4Si3",
  "method": "ωB97M-V/def2-TZVPD",
  "energy_ha": -1791.24339,
  "e_above_lowest_kj_mol": 64.5,
  "orbital_gap_ev": 7.2,
  "e_lumo_ha": -0.052,
  "elements": ["Si", "Si", "Si", "Cl", "Cl", "H", "H", "H", "H"],
  "positions_angstrom": [[0.259, 0.789, 0.084], [-1.223, -0.943, -0.292], [2.504, 1.514, 0.155], [-0.585, -2.832, 0.417], [3.895, -0.043, 0.052], [0.126, 1.448, 1.383], [-0.737, 1.820, -0.399], [-1.591, -1.197, -1.648], [-2.649, -0.555, 0.249]],
  "lowdin_charge": [0.1321, 0.0242, 0.1546, 0.0945, 0.0291, -0.1360, -0.1039, -0.1287, -0.0659]
}

=====

Entry 12:
{
  "formula": "Cl2H8MgO4",
  "method": "ωB97M-V/def2-TZVPD",
  "energy_ha": -1426.41467,
  "e_above_lowest_kj_mol": 44.9,
  "orbital_gap_ev": 7.4,
  "e_lumo_ha": -0.032,
  "elements": ["Mg", "Cl", "Cl", "O", "H", "H", "O", "H", "H", "O", "H", "H", "O", "H", "H"],
  "positions_angstrom": [[-0.059, -0.373, 0.491], [1.377, -2.085, 1.526], [-2.073, -0.557, 1.774], [-1.141, 1.286, -0.526], [-0.887, 1.545, -1.423], [-1.878, 1.864, -0.291], [-0.905, -1.584, -0.931], [-1.075, -1.446, -1.868], [-1.239, -2.469, -0.730], [1.375, -0.142, -0.892], [2.202, -0.606, -1.074], [1.388, 0.646, -1.452], [0.811, 1.056, 1.552], [0.437, 1.894, 1.849], [1.666, 0.971, 1.995]],
  "lowdin_charge": [0.0580, -0.2039, -0.1763, -0.0865, 0.0750, 0.0863, -0.1061, 0.0833, 0.0942, -0.0871, 0.0963, 0.0864, -0.1011, 0.0928, 0.0887]
}

=====

Entry 13:
{
  "formula": "Cl2H8NaO4",
  "method": "ωB97M-V/def2-TZVPD",
  "energy_ha": -1388.64226,
  "e_above_lowest_kj_mol": 0.0,
  "charge": -1,
  "orbital_gap_ev": 6.6,
  "e_lumo_ha": 0.078,
  "elements": ["Na", "Cl", "Cl", "O", "H", "H", "O", "H", "H", "O", "H", "H", "O", "H", "H"],
  "positions_angstrom": [[-3.378, -14.668, -12.406], [-2.270, -14.804, -9.827], [-6.163, -13.832, -12.210], [-1.182, -16.330, -12.271], [-0.949, -17.266, -12.284], [-1.224, -16.076, -11.315], [-2.986, -14.337, -15.118], [-2.927, -15.308, -15.221], [-2.154, -14.004, -15.468], [-2.601, -17.144, -14.923], [-2.499, -17.114, -13.956], [-3.350, -17.731, -15.066], [-4.463, -17.082, -12.614], [-5.353, -17.299, -12.916], [-4.323, -17.624, -11.828]],
  "lowdin_charge": [0.1811, -0.3840, -0.6233, -0.1357, 0.0338, -0.0969, -0.0652, 0.0032, 0.0411, -0.0644, 0.0055, 0.0502, -0.0643, 0.0564, 0.0624]
}

=====

Entry 14:
{
  "formula": "Cl2HNS",
  "method": "ωB97M-V/def2-TZVPD",
  "energy_ha": -1373.86388,
  "e_above_lowest_kj_mol": 40.3,
  "orbital_gap_ev": 9.0,
  "e_lumo_ha": -0.048,
  "elements": ["N", "S", "Cl", "Cl", "H"],
  "positions_angstrom": [[0.486, 0.224, -0.207], [1.715, 0.047, 0.613], [3.256, 1.476, -0.162], [2.883, -1.620, -0.171], [-0.060, -0.422, -0.602]],
  "lowdin_charge": [-0.3756, 0.3639, 0.0048, 0.0412, -0.0343]
}

=====

Entry 15:
{
  "formula": "Cl2HOP",
  "method": "ωB97M-V/def2-TZVPD",
  "energy_ha": -1337.61415,
  "e_above_lowest_kj_mol": 73.3,
  "orbital_gap_ev": 9.8,
  "smiles": "O=PCl.Cl",
  "e_lumo_ha": -0.039,
  "elements": ["O", "P", "Cl", "Cl", "H"],
  "positions_angstrom": [[-2.597, 1.609, 0.515], [-2.235, 0.788, -0.638], [-0.922, -0.658, 0.028], [2.583, -1.352, -0.271], [3.171, -0.387, 0.367]],
  "lowdin_charge": [-0.5518, 0.4603, 0.0905, 0.2291, -0.2281]
}

=====

Entry 16:
{
  "formula": "Cl2NO3P",
  "method": "ωB97M-V/def2-TZVPD",
  "energy_ha": -1542.13438,
  "e_above_lowest_kj_mol": 182.1,
  "orbital_gap_ev": [8.0, 7.7],
  "e_lumo_ha": [-0.088, -0.079],
  "elements": ["N", "O", "O", "O", "P", "Cl", "Cl"],
  "positions_angstrom": [[0.088, 0.289, 1.519], [0.360, -0.788, 1.865], [-0.091, 1.273, 2.071], [-0.698, -1.523, -0.939], [-0.112, -0.199, -0.932], [-1.318, 1.075, -2.018], [1.770, -0.127, -1.566]],
  "lowdin_charge": [-0.3748, 0.0835, 0.1355, -0.4233, -0.0225, 0.2668, 0.3348]
}

=====

Entry 17:
{
  "formula": "Cl2O2S",
  "method": "ωB97M-V/def2-TZVPD",
  "energy_ha": -1468.86960,
  "e_above_lowest_kj_mol": 87.9,
  "multiplicity": 3,
  "orbital_gap_ev": [8.2, 7.7],
  "e_lumo_ha": [-0.015, -0.107],
  "s_squared": 2.009,
  "elements": ["O", "O", "S", "Cl", "Cl"],
  "positions_angstrom": [[-2.443, 0.550, 0.701], [1.237, -0.933, -1.331], [0.869, -0.846, 0.047], [-1.341, 0.340, -0.390], [1.677, 0.890, 0.972]],
  "lowdin_charge": [-0.5559, -0.5987, 0.3968, 0.6749, 0.0828]
}

=====

Entry 18:
{
  "formula": "Cl3F2O12Sr",
  "method": "ωB97M-V/def2-TZVPD",
  "energy_ha": -2513.21265,
  "e_above_lowest_kj_mol": 90.9,
  "charge": -3,
  "orbital_gap_ev": 7.5,
  "e_lumo_ha": 0.270,
  "elements": ["Sr", "F", "F", "Cl", "O", "O", "O", "O", "Cl", "O", "O", "O", "O", "Cl", "O", "O", "O", "O"],
  "positions_angstrom": [[-3.611, -17.686, -21.264], [-5.457, -18.991, -19.665], [-2.394, -18.508, -19.182], [-6.228, -18.228, -23.690], [-6.990, -19.478, -23.574], [-4.869, -18.617, -23.994], [-6.800, -17.614, -24.882], [-6.277, -17.541, -22.427], [-0.975, -17.144, -24.549], [-1.876, -17.577, -23.470], [-1.221, -17.948, -25.729], [-1.350, -15.792, -24.875], [0.348, -17.408, -24.040], [-0.365, -15.333, -20.437], [0.089, -15.943, -19.205], [-1.679, -15.780, -20.868], [-0.489, -13.879, -20.379], [0.695, -15.714, -21.361]],
  "lowdin_charge": [1.5285, -0.8280, -0.8111, 0.6430, -0.4028, -0.3956, -0.3884, -0.4172, 0.6481, -0.4821, -0.3933, -0.3673, -0.3582, 0.6599, -0.3721, -0.4741, -0.4093, -0.3798]
}

=====

Entry 19:
{
  "formula": "Cl3H4LiO2",
  "method": "ωB97M-V/def2-TZVPD",
  "energy_ha": -1541.11319,
  "e_above_lowest_kj_mol": 224.3,
  "charge": -2,
  "orbital_gap_ev": 6.3,
  "e_lumo_ha": 0.155,
  "elements": ["Li", "Cl", "Cl", "Cl", "O", "H", "H", "O", "H", "H"],
  "positions_angstrom": [[-0.788, 1.523, 1.650], [-2.524, 4.484, -0.209], [2.356, 2.639, 2.533], [-2.676, -0.497, 3.808], [-1.152, -1.219, -0.818], [-1.784, -1.725, -0.308], [-1.392, -1.386, -1.730], [2.929, -0.998, -1.668], [2.820, -1.773, -2.220], [2.210, -1.049, -1.038]],
  "lowdin_charge": [0.6760, -0.9249, -0.8732, -0.8777, -0.0527, 0.0335, 0.0246, -0.0519, 0.0169, 0.0294]
}

=====

Entry 20:
{
  "formula": "Cl3H5Si3",
  "method": "ωB97M-V/def2-TZVPD",
  "energy_ha": -2252.15292,
  "e_above_lowest_kj_mol": 39.8,
  "orbital_gap_ev": 10.5,
  "smiles": "[SiH3][SiH2][Si](Cl)(Cl)Cl",
  "e_lumo_ha": 0.007,
  "elements": ["Si", "Si", "Si", "Cl", "Cl", "Cl", "H", "H", "H", "H", "H"],
  "positions_angstrom": [[-0.465, 0.751, -0.363], [0.819, -0.736, 0.863], [1.493, 0.355, 2.918], [2.760, -0.707, 4.235], [0.092, 1.075, 4.106], [2.674, 1.864, 2.266], [-0.806, 1.790, 0.731], [-1.683, -0.224, -0.765], [-0.073, 1.636, -1.442], [0.004, -1.960, 0.963], [2.082, -1.195, 0.226]],
  "lowdin_charge": [0.3953, 0.2847, -0.8899, 0.1759, 0.3071, 0.2559, -0.1018, -0.0741, -0.1389, -0.1099, -0.1043]
}